Formula: C4H10O2
Source: OMol25
Level of theory: the ωB97M-V functional and the def2-TZVPD basis

XYZ file:
```
16
Properties=species:S:1:pos:R:3:forces:R:3:mulliken_charge:R:1
C 1.277543 -0.802536 -0.048099 0.1 0.0 -0.1 -1.2438
C 0.291991 -0.016835 0.819843 -0.1 -0.2 0.0 0.1018
O 0.850605 1.214287 1.190963 -0.1 0.1 0.0 -0.5921
C -1.033375 0.226911 0.097691 -0.1 0.2 0.0 0.9149
C -1.903528 -0.954631 -0.247431 0.0 0.0 0.0 -1.2666
O -1.360562 1.369364 -0.155138 0.1 -0.4 0.1 -0.5892
H 1.456891 -0.281273 -0.993797 -0.1 -0.1 0.1 0.2852
H 0.925508 -1.817952 -0.259237 0.0 0.2 0.1 0.3778
H 2.230403 -0.870691 0.484210 -0.1 0.0 -0.1 0.3336
H 0.065072 -0.609839 1.721710 0.0 0.1 -0.1 0.2859
H 1.655499 2.094044 -0.883193 0.1 0.1 -0.1 -0.2638
H 1.670195 2.317739 -1.593152 0.0 0.0 0.0 0.2616
H -1.441384 -1.559537 -1.035378 0.0 0.1 0.1 0.3148
H -2.034771 -1.600040 0.627755 0.0 0.1 -0.1 0.3327
H -2.874961 -0.596322 -0.592968 0.1 -0.1 0.0 0.3444
H 0.224881 1.887309 0.866216 0.1 0.0 0.1 0.4027
```
Positions in Å, forces in eV/Å.

Summary:
electronic energy: -8404.22008 eV
HOMO energy: -10.24 eV
SMILES string: CC(=O)[C@@H](C)O.[H][H]
LUMO level: 0.85 eV
strongest force on any atom: 0.008 Eh/bohr
Kohn-Sham gap: 11.10 eV
energy above the lowest of the compared OMol25 structures with the same formula, charge and spin: 30.6 kcal/mol